[1]
{"formula": "C27H48F6NO4PSi", "method": "ωB97M-V/def2-TZVPD", "fmax_ev_per_a": 3.65, "lumo_energy_ev": 0.47, "total_energy_ev": -71926.1134, "smiles": "C[Si](C)(CCCCCCCC[PH3]CCCN)c1ccccc1.CCOC(=O)C(F)(F)F.CCOC(=O)C(F)(F)F", "species": ["P", "Si", "F", "F", "F", "F", "F", "F", "O", "O", "O", "O", "N", "C", "C", "C", "C", "C", "C", "C", "C", "C", "C", "C", "C", "C", "C", "C", "C", "C", "C", "C", "C", "C", "C", "C", "C", "C", "C", "C", "H", "H", "H", "H", "H", "H", "H", "H", "H", "H", "H", "H", "H", "H", "H", "H", "H", "H", "H", "H", "H", "H", "H", "H", "H", "H", "H", "H", "H", "H", "H", "H", "H", "H", "H", "H", "H", "H", "H", "H", "H", "H", "H", "H", "H", "H", "H", "H"], "xyz": [[-2.67, -0.06, 2.01], [4.78, -2.21, 1.55], [-3.01, 6.13, -9.26], [-3.50, 1.18, -1.46], [-1.03, 6.55, -8.51], [-2.42, 8.16, -8.85], [-3.72, 2.52, -3.13], [-2.00, 2.68, -1.85], [-2.99, 7.67, -6.20], [-3.02, 5.47, -6.67], [-1.00, 0.34, -2.69], [-2.43, 0.44, -4.42], [-3.13, -4.47, 3.66], [-2.32, 6.91, -8.40], [-4.95, 5.38, -5.19], [2.66, -2.82, -0.36], [3.10, -2.95, 1.05], [-2.83, 6.76, -6.96], [0.72, 0.00, -4.37], [-2.08, 0.80, -3.33], [0.98, -4.22, 1.52], [1.23, 0.41, 2.54], [5.54, -1.39, -0.01], [0.56, -4.12, 0.13], [-1.30, 1.24, 2.40], [4.70, -0.88, 2.90], [0.05, 0.95, 1.62], [-3.58, -3.07, 3.52], [-2.83, 1.80, -2.45], [2.24, -3.66, 2.03], [1.45, 1.23, 3.86], [2.88, -0.71, 4.86], [-3.77, -2.77, 1.98], [4.20, -1.40, 4.31], [-0.22, -0.65, -3.38], [-3.45, 5.19, -5.32], [5.90, -3.70, 2.04], [2.78, 0.85, 4.65], [-4.14, -1.24, 1.70], [1.39, -3.40, -0.84], [0.17, 0.53, -5.16], [3.67, 1.30, 4.13], [-4.95, -1.00, 2.45], [-2.84, -3.04, 1.42], [-4.64, -3.38, 1.63], [0.35, -1.18, -2.62], [5.27, -4.49, 2.55], [-1.71, -1.13, 2.01], [4.13, -0.01, 2.48], [6.71, -3.33, 2.72], [6.43, -0.79, 0.29], [2.00, -1.29, 4.48], [2.89, -0.87, 5.98], [1.03, -0.68, 2.70], [5.76, -0.51, 3.05], [-2.14, -4.53, 3.42], [2.72, 1.36, 5.65], [-3.27, 0.32, 3.26], [1.37, -0.74, -4.84], [1.38, 2.34, 3.65], [6.29, -4.11, 1.07], [1.35, 0.75, -3.87], [-1.21, 1.27, 3.51], [4.74, -0.75, -0.48], [-5.23, 6.42, -5.36], [3.95, -2.49, 4.18], [-2.91, 0.63, 0.76], [-2.86, -2.33, 4.00], [-4.58, -2.98, 4.04], [-4.56, -1.09, 0.67], [5.01, -1.37, 5.09], [3.27, -2.31, -1.14], [-2.91, 5.80, -4.60], [1.12, -3.28, -1.91], [0.32, -4.78, 2.24], [-0.18, 0.10, 0.90], [-3.31, -4.84, 4.59], [0.43, 1.80, 1.00], [-3.20, 4.15, -5.12], [5.78, -2.22, -0.74], [-0.38, -4.58, -0.24], [2.56, -3.76, 3.09], [2.16, 0.45, 1.88], [-5.48, 4.78, -5.93], [0.60, 1.00, 4.56], [-0.87, -1.38, -3.87], [-5.29, 5.09, -4.19], [-1.70, 2.22, 1.99]]}

=====

[2]
{"formula": "C4H3N", "method": "ωB97M-V/def2-TZVPD", "fmax_ev_per_a": 1.35, "relative_energy_kj_mol": 189.2, "lumo_energy_ev": -0.44, "total_energy_ev": -5682.5464, "smiles": "CC#CC#N", "species": ["N", "C", "C", "C", "C", "H", "H", "H"], "xyz": [[0.42, 0.88, 2.17], [0.24, -0.05, -1.10], [-1.12, -0.75, 0.98], [-0.69, -0.63, -0.16], [-0.38, 0.10, 1.82], [1.00, -0.75, -1.47], [0.72, 0.62, -0.34], [-0.20, 0.57, -1.89]]}

=====

[3]
{"formula": "C33H34GeN2O5PRh", "method": "ωB97M-V/def2-TZVPD", "total_charge": -2, "fmax_ev_per_a": 1.98, "lumo_energy_ev": [4.41, 4.40], "total_energy_ev": -116799.0971, "spin_multiplicity": 5, "species": ["Rh", "Ge", "P", "O", "O", "O", "O", "O", "N", "N", "C", "C", "C", "C", "C", "C", "C", "C", "C", "C", "C", "C", "C", "C", "C", "C", "C", "C", "C", "C", "C", "C", "C", "C", "C", "C", "C", "C", "C", "C", "C", "C", "C", "H", "H", "H", "H", "H", "H", "H", "H", "H", "H", "H", "H", "H", "H", "H", "H", "H", "H", "H", "H", "H", "H", "H", "H", "H", "H", "H", "H", "H", "H", "H", "H", "H", "H"], "xyz": [[8.75, 10.73, 13.97], [10.72, 8.36, 12.41], [9.39, 10.92, 16.76], [8.98, 9.94, 8.44], [9.12, 10.51, 11.25], [10.33, 9.07, 15.07], [8.49, 13.38, 15.80], [12.09, 8.23, 16.18], [7.45, 12.38, 13.43], [6.88, 13.44, 14.14], [5.32, 17.05, 17.31], [8.36, 11.36, 19.36], [6.80, 10.80, 8.35], [7.47, 13.85, 15.22], [9.01, 13.13, 20.83], [11.03, 8.85, 16.13], [5.26, 8.99, 15.99], [12.25, 9.37, 13.02], [8.28, 11.97, 20.59], [6.39, 8.19, 16.07], [7.75, 10.12, 16.61], [7.96, 10.73, 10.53], [6.67, 15.00, 15.90], [10.14, 6.79, 13.41], [5.71, 11.72, 10.23], [9.05, 9.51, 12.35], [6.76, 15.12, 17.29], [6.87, 11.55, 11.08], [10.44, 9.50, 17.38], [6.10, 16.12, 17.99], [6.59, 10.92, 16.55], [11.51, 7.44, 10.86], [9.91, 13.03, 18.57], [5.37, 10.35, 16.26], [7.92, 10.48, 9.15], [6.76, 12.28, 12.29], [5.21, 16.94, 15.93], [5.65, 11.36, 8.91], [5.88, 15.95, 15.23], [9.64, 8.83, 9.00], [9.83, 13.65, 19.81], [9.17, 11.86, 18.34], [7.62, 8.75, 16.34], [5.90, 12.98, 12.25], [4.48, 11.00, 16.17], [7.63, 11.54, 21.34], [10.04, 8.27, 8.14], [10.43, 14.53, 20.02], [4.69, 17.69, 15.35], [9.81, 8.73, 17.86], [10.78, 6.96, 10.22], [12.86, 8.82, 13.74], [8.29, 8.76, 12.10], [8.49, 8.11, 16.30], [6.33, 7.13, 15.84], [10.44, 9.15, 9.65], [9.33, 7.04, 14.07], [11.00, 6.41, 13.98], [5.81, 15.91, 14.15], [7.42, 14.43, 17.81], [12.16, 6.62, 11.23], [4.81, 17.86, 17.85], [11.92, 10.28, 13.50], [4.86, 12.19, 10.72], [6.67, 12.00, 16.69], [10.51, 13.43, 17.77], [12.17, 8.05, 10.26], [4.31, 8.53, 15.72], [11.20, 9.77, 18.12], [8.97, 8.22, 9.61], [6.81, 10.46, 7.33], [4.74, 11.54, 8.32], [8.99, 13.62, 21.80], [7.80, 10.46, 19.19], [12.83, 9.63, 12.13], [6.24, 16.14, 19.07], [9.82, 6.01, 12.72]]}

=====

[4]
{"formula": "C43H84Br2Cl2F4N5O9", "method": "ωB97M-V/def2-TZVPD", "total_charge": 1, "fmax_ev_per_a": 9.20, "lumo_energy_ev": -3.79, "total_energy_ev": -247799.2513, "species": ["Br", "Br", "Cl", "Cl", "F", "F", "F", "F", "O", "O", "O", "O", "O", "O", "O", "O", "O", "N", "N", "N", "N", "N", "C", "C", "C", "C", "C", "C", "C", "C", "C", "C", "C", "C", "C", "C", "C", "C", "C", "C", "C", "C", "C", "C", "C", "C", "C", "C", "C", "C", "C", "C", "C", "C", "C", "C", "C", "C", "C", "C", "C", "C", "C", "C", "C", "H", "H", "H", "H", "H", "H", "H", "H", "H", "H", "H", "H", "H", "H", "H", "H", "H", "H", "H", "H", "H", "H", "H", "H", "H", "H", "H", "H", "H", "H", "H", "H", "H", "H", "H", "H", "H", "H", "H", "H", "H", "H", "H", "H", "H", "H", "H", "H", "H", "H", "H", "H", "H", "H", "H", "H", "H", "H", "H", "H", "H", "H", "H", "H", "H", "H", "H", "H", "H", "H", "H", "H", "H", "H", "H", "H", "H", "H", "H", "H", "H", "H", "H", "H"], "xyz": [[-2.43, -5.05, -6.71], [-1.23, -3.11, -8.97], [3.22, 4.49, -3.39], [3.15, 1.54, -2.15], [0.22, -5.99, -6.24], [0.52, -5.32, -8.90], [-3.02, -1.39, 0.77], [1.46, -3.39, -7.82], [-4.14, -6.57, 7.66], [3.05, 7.70, 5.14], [-9.00, -5.90, 0.74], [0.18, -2.84, 2.37], [6.90, 9.18, 7.23], [0.91, 0.71, 2.04], [-5.32, -2.83, -1.99], [1.30, -5.02, 8.33], [-0.66, 1.05, 0.25], [-0.64, -0.85, -1.81], [0.42, 1.10, -3.36], [6.55, 1.86, -3.97], [-0.23, 1.44, -0.99], [-2.44, 4.58, -5.89], [-10.18, -7.44, 2.15], [-2.85, 3.18, -6.29], [1.43, -2.80, 3.06], [-2.14, -0.96, -1.62], [1.62, 2.00, -3.16], [8.66, 10.62, 8.00], [-1.07, -4.63, 8.47], [-3.48, -7.22, 6.59], [0.59, 0.09, -4.46], [4.29, 7.74, 5.83], [-0.15, 0.55, -2.08], [6.76, 0.53, -4.67], [-0.33, -1.83, -2.90], [-0.19, -3.65, -5.29], [-8.98, -6.54, 2.01], [0.44, 3.19, 1.65], [-6.65, -4.60, -1.06], [5.66, -0.56, -4.05], [-2.38, -2.07, -0.40], [1.18, 6.34, 2.53], [1.43, 3.55, 2.95], [0.49, 4.14, -4.54], [7.38, 9.90, 8.36], [2.04, -0.70, -4.47], [0.20, 1.61, 1.30], [-0.19, 4.49, 0.86], [0.21, -4.17, -7.98], [3.25, 0.01, -5.29], [0.16, 6.06, 1.27], [-0.69, -2.10, -5.60], [4.06, 8.01, 7.30], [0.44, 0.86, -5.90], [-3.26, -6.25, 5.45], [-1.06, 1.19, -6.42], [4.56, -1.02, -5.18], [1.69, 3.42, -3.70], [-0.46, -4.68, -6.57], [-2.07, 1.98, -5.43], [0.31, -4.07, 8.71], [-0.55, -1.08, -4.33], [1.19, -2.53, 4.53], [1.82, 5.10, 3.40], [-6.09, -3.21, -0.86], [-0.28, 6.97, 0.65], [-9.82, -5.38, 0.69], [6.31, -1.53, -3.81], [0.68, -2.42, -2.78], [1.87, 2.65, 3.56], [-1.64, 2.35, -4.42], [-1.54, 4.82, -6.41], [-0.89, 4.33, -0.07], [9.43, 9.91, 7.68], [-0.24, -1.97, 2.49], [-2.75, -1.20, -2.58], [-2.59, 0.06, -1.19], [-10.19, -8.20, 1.36], [-1.64, 0.21, -6.80], [-7.24, -4.92, -0.20], [0.31, 3.75, -5.63], [0.02, 2.45, -1.02], [8.50, 11.31, 7.17], [-2.52, -7.60, 6.96], [1.17, -5.21, 7.39], [-0.48, 4.11, -3.85], [3.57, 1.07, -4.92], [4.79, 6.77, 5.69], [-1.60, -0.50, -4.29], [-2.74, -6.74, 4.61], [7.54, 9.19, 9.18], [-8.97, -5.77, 2.79], [-1.84, -3.91, 8.76], [1.19, 1.79, -5.91], [-0.15, -1.78, -6.58], [-7.29, -4.64, -1.95], [-0.77, -4.16, -4.38], [3.55, 8.97, 7.44], [-5.91, -2.84, -2.76], [-1.84, -2.20, -5.87], [6.61, 10.61, 8.66], [0.90, 0.12, -6.72], [0.47, -3.15, 8.14], [-4.09, -8.07, 6.27], [-2.32, 4.69, -4.86], [2.63, 8.57, 5.26], [-4.01, 3.10, -6.03], [-1.31, -2.42, -0.02], [-1.21, -4.88, 7.41], [6.59, 0.69, -5.83], [-1.22, -5.56, 9.04], [-11.11, -6.87, 2.06], [0.95, -3.74, -5.05], [1.92, -3.77, 2.92], [5.77, 2.33, -4.53], [-5.84, -5.33, -1.23], [7.59, 8.54, 6.97], [-2.99, -3.02, -0.77], [5.20, -0.23, -3.03], [9.04, 11.18, 8.86], [4.21, -2.15, -5.00], [0.55, -3.30, 4.97], [3.42, 7.24, 7.74], [-2.80, 3.00, -7.47], [5.01, 8.03, 7.85], [-10.17, -7.95, 3.12], [0.45, -3.84, 9.78], [6.25, 1.70, -2.98], [2.31, -0.88, -3.32], [-2.94, 1.22, -5.15], [1.50, 7.43, 2.85], [-4.99, -6.24, 7.32], [-6.89, -2.48, -0.71], [2.54, 5.21, 4.33], [4.92, 8.51, 5.38], [-2.66, -5.40, 5.78], [2.14, -2.51, 5.08], [1.97, -1.81, -4.91], [7.87, 0.12, -4.56], [0.74, 5.30, -4.65], [-5.43, -3.19, 0.02], [-0.94, 1.85, -7.41], [0.68, -1.57, 4.67], [5.12, -1.04, -6.22], [2.06, -2.03, 2.61], [-4.21, -5.85, 5.09], [3.07, 0.11, -6.47], [-1.17, -2.67, -2.84], [-8.05, -7.11, 2.08]]}

=====

[5]
{"formula": "C4H7N3O2", "method": "ωB97M-V/def2-TZVPD", "fmax_ev_per_a": 5.93, "relative_energy_kj_mol": 481.7, "lumo_energy_ev": 0.01, "total_energy_ev": -12822.5372, "smiles": "C=C/C=N\\NC(=O)NO", "species": ["O", "O", "N", "N", "N", "C", "C", "C", "C", "H", "H", "H", "H", "H", "H", "H"], "xyz": [[2.71, -1.88, -0.19], [2.49, 1.81, -0.04], [0.80, -0.68, 0.13], [2.87, 0.43, 0.23], [0.29, 0.52, -0.11], [-2.04, -0.49, -0.08], [-3.29, -0.15, 0.14], [2.24, -0.79, -0.03], [-1.06, 0.60, -0.20], [3.84, 0.25, 0.04], [1.47, 1.68, 0.06], [0.37, -1.62, 0.49], [-4.13, -0.79, 0.24], [-1.47, 1.66, -0.55], [-3.50, 0.94, 0.08], [-1.57, -1.49, -0.20]]}